No. 1
The following is a DFT calculation (ωB97M-V/def2-TZVPD) of a molecular structure, C6H18N6O12 in a non-equilibrium geometry.

Last column: Löwdin charge in e.
Cartesian coordinates (Å):
C1 3.860 -11.240 -5.000  0.037
N1 3.919 -12.617 -5.530  -0.343
O1 3.314 -12.864 -6.560  0.015
O2 4.519 -13.460 -4.913  0.108
H1 2.828 -10.892 -4.953  0.093
H2 4.556 -10.540 -5.463  0.117
H3 4.194 -11.324 -3.966  0.096
C2 0.053 -15.541 -9.104  0.073
N2 0.934 -14.546 -8.496  -0.312
O3 2.082 -14.932 -8.179  0.019
O4 0.478 -13.387 -8.365  -0.051
H4 0.561 -16.100 -9.890  0.106
H5 -0.806 -15.032 -9.541  0.091
H6 -0.231 -16.225 -8.303  0.122
C3 -1.650 -12.608 -9.401  0.047
N3 -1.003 -11.364 -8.879  -0.320
O5 -1.707 -10.523 -8.305  0.080
O6 0.170 -11.150 -9.177  0.010
H7 -2.634 -12.805 -8.977  0.103
H8 -1.030 -13.458 -9.114  0.025
H9 -1.707 -12.477 -10.481  0.116
C4 3.472 -15.370 -10.188  0.097
N4 2.964 -13.913 -10.118  -0.350
O7 3.754 -13.019 -9.946  0.095
O8 1.773 -13.725 -10.356  0.034
H10 4.555 -15.400 -10.305  0.108
H11 2.866 -15.766 -11.003  0.098
H12 3.033 -15.810 -9.292  0.069
C5 1.786 -8.697 -9.920  -0.013
N5 2.641 -7.475 -9.935  -0.435
O9 3.395 -7.384 -9.009  0.070
O10 2.510 -6.710 -10.897  0.030
H13 2.428 -9.568 -9.792  0.110
H14 1.248 -8.708 -10.868  0.114
H15 1.181 -8.575 -9.021  0.115
C6 2.331 -12.187 -8.418  -0.023
N6 2.019 -10.906 -7.852  -0.259
O11 1.527 -10.036 -8.612  -0.167
O12 2.312 -10.685 -6.723  0.034
H16 1.401 -12.584 -8.827  0.006
H17 2.599 -12.845 -7.592  -0.015
H18 3.160 -12.155 -9.124  0.051

Frontier orbital gap in eV: 7.11
LUMO energy in hartree: -0.057
M in g/mol: 366.24
Multiplicity: 1
Relative energy (zero: lowest compared OMol25 entry of this formula, charge and spin) in eV: 13.9764
HOMO level in Ha: -0.318

---

No. 2
The following is a DFT calculation (ωB97M-V/def2-TZVPD) of a molecular structure, C35H39BrEuN4OP in a non-equilibrium geometry.

Last column: Löwdin charge in e.
Cartesian coordinates (Å):
Eu1 -0.635 -0.063 0.766  1.496
Br1 -2.320 -7.611 -0.714  0.766
C1 -1.579 -5.978 -0.219  -0.736
C2 -0.199 -5.791 -0.358  -0.116
C3 0.359 -4.539 -0.179  -0.013
C4 -0.481 -3.460 0.220  -0.362
O1 0.029 -2.275 0.335  -0.288
C5 -1.903 -3.695 0.419  -0.142
C6 -2.856 -2.695 0.698  -0.066
N1 -2.842 -1.426 0.277  -0.010
C7 -4.029 -0.807 0.216  -0.254
C8 -5.222 -1.484 -0.187  -0.010
C9 -6.451 -0.862 -0.073  -0.038
C10 -6.468 0.550 0.155  -0.033
C11 -5.304 1.286 0.306  -0.168
C12 -5.271 2.727 0.406  0.024
C13 -4.073 3.323 0.564  -0.065
C14 -2.863 2.617 0.590  -0.125
N2 -2.863 1.278 0.582  -0.025
C15 -4.067 0.609 0.412  -0.157
C16 -2.432 -5.021 0.286  -0.080
H1 0.465 -6.537 -0.781  0.108
H2 1.460 -4.328 -0.361  0.134
H3 -3.737 -3.071 1.238  0.136
H4 -4.990 -2.361 -0.731  0.108
H5 -7.416 -1.403 -0.032  0.123
H6 -7.449 1.021 0.301  0.119
H7 -6.250 3.209 0.526  0.135
H8 -3.951 4.363 0.451  0.097
H9 -1.864 3.041 0.716  0.104
H10 -3.467 -5.201 0.569  0.112
N3 1.163 2.185 6.437  0.105
C17 0.672 1.374 5.418  -0.313
C18 -0.620 1.420 4.993  -0.018
C19 -1.057 0.615 3.883  -0.119
N4 -0.184 -0.103 3.152  -0.146
C20 1.062 -0.264 3.651  -0.154
C21 1.575 0.559 4.632  0.000
H11 0.764 3.106 6.732  0.132
H12 2.176 2.326 6.358  0.102
H13 -1.352 2.038 5.489  0.112
H14 -2.127 0.720 3.604  0.116
H15 1.650 -1.084 3.274  0.116
H16 2.619 0.371 5.029  0.137
C22 0.473 3.143 -2.212  -0.128
C23 0.976 1.833 -2.788  -0.715
C24 -0.150 1.082 -3.477  -0.131
C25 2.089 2.154 -3.872  -0.069
P1 1.681 0.841 -1.311  1.097
C26 2.631 -0.551 -2.107  -0.352
C27 4.025 -0.706 -2.471  -0.085
C28 4.506 -1.963 -2.760  -0.077
C29 3.636 -3.066 -2.902  -0.098
C30 2.299 -2.879 -2.901  -0.072
C31 1.815 -1.636 -2.360  -0.124
C32 3.049 1.616 -0.133  -0.628
C33 3.817 0.529 0.613  -0.096
C34 4.029 2.569 -0.928  -0.076
C35 2.336 2.495 1.008  -0.112
H17 0.252 3.950 -2.965  0.105
H18 1.297 3.638 -1.607  0.072
H19 -0.427 3.058 -1.581  0.062
H20 -0.695 1.667 -4.264  0.097
H21 -0.909 0.599 -2.825  0.064
H22 0.155 0.155 -4.138  0.116
H23 1.609 2.657 -4.762  0.106
H24 2.641 1.226 -4.153  0.081
H25 2.828 2.775 -3.444  0.037
H26 4.705 0.119 -2.544  0.083
H27 5.604 -2.158 -2.833  0.124
H28 4.033 -3.966 -3.365  0.110
H29 1.574 -3.649 -3.222  0.121
H30 0.820 -1.582 -2.026  0.050
H31 4.861 0.464 0.289  0.092
H32 3.447 -0.447 0.516  0.051
H33 3.845 0.828 1.652  0.069
H34 4.476 1.922 -1.721  0.070
H35 4.816 2.909 -0.211  0.099
H36 3.504 3.434 -1.214  0.039
H37 1.574 1.961 1.572  0.028
H38 2.019 3.502 0.663  0.075
H39 3.089 2.804 1.735  0.073

Frontier orbital gap (alpha / beta) in eV: 6.45 / 6.51
LUMO energy (alpha / beta) in hartree: -0.111 / -0.110
M in g/mol: 794.57
Multiplicity: 8
Relative energy (zero: lowest compared OMol25 entry of this formula, charge and spin) in eV: 2.0745
Net charge: +1
HOMO level (alpha / beta) in Ha: -0.348 / -0.350
⟨S²⟩: 15.760

---

No. 3
The following is a DFT calculation (ωB97M-V/def2-TZVPD) of a molecular structure, CH7NO6P2 in a non-equilibrium geometry.

Last column: Löwdin charge in e.
Cartesian coordinates (Å):
C1 1.516 -1.471 0.790  -0.123
O1 1.180 -0.135 1.223  -0.248
P1 1.110 0.945 -0.024  0.517
O2 1.575 0.426 -1.360  -0.286
O3 2.102 2.233 0.386  -0.122
O4 -0.442 1.610 -0.167  -0.272
P2 -1.598 0.378 -0.204  0.537
N1 -1.921 -0.255 1.209  -0.162
O5 -2.984 1.032 -0.901  -0.160
O6 -1.083 -0.836 -1.256  -0.167
H1 1.044 -2.166 1.530  0.103
H2 2.613 -1.662 0.851  0.097
H3 1.113 -1.749 -0.204  0.075
H4 2.962 1.919 0.064  0.078
H5 -2.916 -0.064 1.352  -0.014
H6 -3.461 0.239 -1.193  0.072
H7 -0.799 -0.354 -2.057  0.075

Frontier orbital gap in eV: 9.78
LUMO energy in hartree: 0.005
M in g/mol: 191.02
Multiplicity: 1
HOMO level in Ha: -0.355

---

No. 4
The following is a DFT calculation (ωB97M-V/def2-TZVPD) of a molecular structure, C30H29FN11O6Pt.

Last column: Löwdin charge in e.
Cartesian coordinates (Å):
Pt1 -1.173 2.568 0.408  1.194
C1 -1.591 -0.224 -4.093  -0.046
N1 -2.080 0.580 -2.967  -0.086
C2 -1.514 1.629 -2.391  -0.116
N2 -2.159 1.915 -1.263  -0.066
C3 -3.169 0.996 -1.229  -0.157
N3 -3.148 0.174 -2.245  0.175
C4 -1.195 -1.605 -3.619  -0.198
C5 -1.873 -2.726 -4.075  -0.012
C6 -1.516 -3.991 -3.626  -0.038
C7 -0.528 -4.142 -2.671  -0.001
C8 0.136 -3.017 -2.179  -0.153
C9 -0.172 -1.763 -2.691  0.017
C10 1.099 -3.199 -1.089  -0.289
N4 1.645 -4.303 -0.724  0.135
N5 2.370 -4.029 0.418  0.128
C11 2.212 -2.778 0.672  -0.274
O1 1.419 -2.162 -0.253  0.118
C12 2.747 -2.075 1.844  -0.119
C13 3.393 -2.859 2.802  -0.004
C14 3.883 -2.278 3.954  -0.041
C15 3.726 -0.916 4.169  -0.023
C16 3.101 -0.122 3.219  -0.188
C17 3.003 1.368 3.478  -0.053
N6 1.686 1.905 3.167  -0.094
C18 1.291 2.498 2.053  -0.133
N7 -0.020 2.716 2.112  -0.065
C19 -0.364 2.245 3.345  -0.161
N8 0.645 1.752 4.013  0.172
C20 2.612 -0.707 2.053  0.034
H1 -0.745 0.322 -4.512  0.135
H2 -2.372 -0.285 -4.847  0.134
H3 -0.672 2.164 -2.792  0.140
H4 -3.923 0.981 -0.463  0.122
H5 -2.685 -2.616 -4.782  0.124
H6 -2.037 -4.861 -4.000  0.122
H7 -0.276 -5.117 -2.280  0.126
H8 0.406 -0.910 -2.367  0.094
H9 3.487 -3.922 2.632  0.120
H10 4.378 -2.888 4.697  0.116
H11 4.095 -0.471 5.085  0.120
H12 3.722 1.933 2.883  0.138
H13 3.197 1.571 4.529  0.133
H14 1.955 2.768 1.251  0.134
H15 -1.361 2.307 3.745  0.127
H16 2.112 -0.098 1.311  0.086
C21 3.479 2.501 -2.145  -0.011
N9 2.201 2.457 -1.426  -0.111
C22 1.726 1.157 -0.969  -0.036
C23 1.462 3.559 -1.273  -0.473
C24 1.989 4.861 -1.806  0.035
O2 0.339 3.590 -0.719  -0.135
H17 3.851 1.486 -2.243  0.096
H18 4.222 3.085 -1.603  0.100
H19 3.359 2.919 -3.143  0.102
H20 2.575 0.493 -0.836  0.098
H21 1.049 0.714 -1.693  0.065
H22 1.179 1.225 -0.031  0.039
H23 3.054 4.988 -1.630  0.088
H24 1.435 5.669 -1.339  0.101
H25 1.819 4.905 -2.884  0.108
F1 -5.822 -2.577 0.122  0.116
C25 -4.617 -2.093 0.410  -0.186
C26 -4.448 -1.158 1.343  0.053
N10 -3.203 -0.632 1.648  0.007
C27 -3.145 0.409 2.667  -0.041
C28 -3.608 1.808 2.189  -0.603
O3 -4.606 2.254 2.705  0.099
O4 -2.996 2.461 1.234  -0.219
C29 -2.071 -1.041 0.979  -0.479
O5 -0.957 -0.579 1.177  0.044
N11 -2.279 -2.048 0.066  0.237
C30 -3.485 -2.643 -0.325  -0.384
O6 -3.523 -3.507 -1.161  0.130
H26 -5.286 -0.760 1.901  0.160
H27 -2.134 0.411 3.069  0.103
H28 -3.852 0.140 3.446  0.136
H29 -1.454 -2.381 -0.412  0.133

Frontier orbital gap in eV: 8.39
LUMO energy in hartree: -0.105
M in g/mol: 853.71
Multiplicity: 1
Relative energy (zero: lowest compared OMol25 entry of this formula, charge and spin) in eV: 0.0000
Net charge: +1
HOMO level in Ha: -0.414

---

No. 5
The following is a DFT calculation (ωB97M-V/def2-TZVPD) of 2 unconnected molecules or ions with the total composition C5H14N2O in a non-equilibrium geometry.

Last column: Löwdin charge in e.
Cartesian coordinates (Å):
C1 -1.180 -0.201 -1.703  -0.127
N1 -0.291 -0.598 -0.644  -0.008
C2 -0.690 -0.676 0.573  -0.415
C3 0.232 -1.332 1.560  -0.050
C4 -2.149 -0.642 0.961  -0.044
H1 -0.575 0.101 -2.558  0.070
H2 -1.809 0.660 -1.451  0.078
H3 -1.834 -1.033 -1.984  0.084
H4 1.267 -1.216 1.250  0.063
H5 0.108 -0.892 2.549  0.075
H6 -0.018 -2.390 1.656  0.087
H7 -2.696 -1.398 0.393  0.085
H8 -2.293 -0.877 2.012  0.072
H9 -2.603 0.316 0.707  0.075
C5 1.398 2.173 0.176  0.004
O1 1.648 1.256 -1.113  -0.309
N2 2.515 0.168 -1.009  -0.035
H10 1.046 3.092 -0.284  0.066
H11 2.417 2.351 0.518  0.063
H12 0.762 1.883 1.012  0.057
H13 1.981 -0.639 -0.662  0.033
H14 2.763 -0.107 -1.958  0.077

SMILES: CN=C(C)C.CON
Frontier orbital gap in eV: 9.13
LUMO energy in hartree: 0.032
M in g/mol: 118.18
Multiplicity: 1
Relative energy (zero: lowest compared OMol25 entry of this formula, charge and spin) in eV: 4.7345
HOMO level in Ha: -0.304

---

No. 6
The following is a DFT calculation (ωB97M-V/def2-TZVPD) of a single C20H35Br3FNO2 molecule.

Last column: Löwdin charge in e.
Cartesian coordinates (Å):
C1 0.578 2.780 5.581  -0.115
C2 -0.569 3.082 4.618  -0.262
C3 -0.094 3.258 3.170  -0.221
C4 -1.154 2.887 2.136  -0.221
C5 -0.620 2.889 0.703  -0.196
C6 0.400 1.761 0.441  -0.187
C7 0.222 0.989 -0.881  -0.122
C8 -0.592 -0.313 -0.789  -0.285
C9 -1.934 0.049 -0.102  -0.155
C10 -2.968 -1.037 0.060  -0.768
O1 -2.889 -2.075 0.612  0.048
Br1 -4.708 -0.525 -0.751  0.667
C11 -0.963 -0.931 -2.192  -0.111
C12 -0.103 -0.495 -3.376  -0.267
F1 -0.796 -0.941 -4.512  -0.016
C13 1.363 -0.957 -3.424  -0.189
C14 1.850 -1.300 -4.832  -0.084
C15 -1.078 -2.453 -1.884  -0.244
C16 -0.670 -3.504 -2.911  -0.192
N1 -1.666 -3.661 -3.980  0.013
O2 -0.388 -2.670 -0.647  -0.044
C17 0.268 -1.486 -0.263  -0.317
C18 0.844 -1.651 1.145  -0.618
Br2 -0.389 -1.330 2.627  0.827
C19 2.184 -0.895 1.300  -0.744
C20 2.584 -0.396 2.672  -0.191
Br3 3.590 -2.132 0.680  0.724
H1 0.944 1.764 5.422  0.065
H2 1.410 3.475 5.443  0.073
H3 0.251 2.846 6.621  0.068
H4 -1.107 3.975 4.943  0.106
H5 -1.280 2.250 4.657  0.103
H6 0.185 4.303 3.014  0.118
H7 0.796 2.639 3.017  0.097
H8 -1.990 3.592 2.210  0.120
H9 -1.559 1.903 2.392  0.090
H10 -1.458 2.826 0.004  0.101
H11 -0.144 3.858 0.523  0.114
H12 1.402 2.197 0.435  0.119
H13 0.374 1.079 1.292  0.061
H14 1.207 0.736 -1.277  0.103
H15 -0.258 1.663 -1.596  0.125
H16 -2.390 0.833 -0.704  0.092
H17 -1.790 0.460 0.899  0.079
H18 -1.967 -0.580 -2.446  0.141
H19 -0.121 0.597 -3.446  0.141
H20 1.505 -1.837 -2.795  0.094
H21 1.987 -0.162 -3.017  0.107
H22 1.227 -2.069 -5.283  0.073
H23 2.869 -1.688 -4.768  0.077
H24 1.877 -0.422 -5.478  0.079
H25 -2.139 -2.661 -1.694  0.133
H26 -0.570 -4.428 -2.334  0.125
H27 0.305 -3.311 -3.358  0.094
H28 -1.927 -4.632 -4.069  0.064
H29 -2.517 -3.154 -3.773  0.064
H30 1.189 -1.402 -0.866  0.115
H31 1.055 -2.714 1.228  0.070
H32 2.246 -0.094 0.572  0.060
H33 1.862 0.329 3.051  0.035
H34 3.551 0.105 2.600  0.077
H35 2.678 -1.219 3.380  0.077

SMILES: CCCCCCC[C@@]1(CC(=O)Br)[C@@H]([C@H](F)CC)[C@@H](CN)O[C@@H]1[C@H](Br)[C@@H](C)Br
Frontier orbital gap in eV: 9.76
LUMO energy in hartree: 0.019
M in g/mol: 580.22
Multiplicity: 1
HOMO level in Ha: -0.340